{"formula": "C32H90N6O11", "method": "the ωB97M-V functional and the def2-TZVPD basis", "elements": ["C", "O", "C", "C", "C", "N", "H", "H", "H", "H", "H", "H", "H", "H", "H", "H", "H", "C", "O", "C", "C", "C", "N", "H", "H", "H", "H", "H", "H", "H", "H", "H", "H", "H", "C", "O", "C", "C", "C", "N", "H", "H", "H", "H", "H", "H", "H", "H", "H", "H", "H", "C", "O", "C", "C", "C", "N", "H", "H", "H", "H", "H", "H", "H", "H", "H", "H", "H", "C", "O", "C", "C", "C", "N", "H", "H", "H", "H", "H", "H", "H", "H", "H", "H", "H", "C", "O", "C", "C", "C", "N", "H", "H", "H", "H", "H", "H", "H", "H", "H", "H", "H", "O", "C", "C", "O", "H", "H", "H", "H", "H", "H", "C", "C", "O", "H", "H", "H", "H", "H", "H", "C", "C", "O", "H", "H", "H", "H", "H", "H", "C", "C", "O", "H", "H", "H", "H", "H", "H"], "coordinates": [[3.22980, 2.13433, 1.59582], [1.89038, 2.68887, 1.60104], [1.19278, 2.60865, 2.78529], [0.11838, 3.65537, 2.69755], [0.60738, 5.07402, 2.53916], [-0.70964, 3.54856, 3.94307], [3.27749, 1.02685, 1.91302], [3.84740, 2.60586, 2.33592], [3.61848, 2.32254, 0.58907], [0.81398, 1.61223, 3.03939], [1.82899, 2.88616, 3.60078], [-0.53310, 3.30136, 1.90109], [0.97298, 5.48462, 3.52763], [-0.11517, 5.82180, 2.17522], [1.52132, 5.11419, 1.98504], [-0.11870, 3.57291, 4.75656], [-1.40085, 4.26869, 4.01079], [-3.02708, -5.56602, -0.42240], [-3.57968, -4.36415, 0.10047], [-3.57342, -3.30784, -0.84123], [-4.26728, -2.17404, -0.18333], [-5.79381, -2.37581, -0.18522], [-3.92190, -0.92124, -0.86785], [-2.87183, -6.25400, 0.43233], [-2.08683, -5.34483, -0.93255], [-3.72111, -6.14218, -1.00519], [-2.55565, -3.07314, -1.17312], [-4.13395, -3.58465, -1.73316], [-3.90385, -2.25895, 0.85140], [-6.43942, -1.72922, 0.40262], [-6.04106, -3.34631, 0.19199], [-6.15120, -2.31991, -1.18792], [-4.53046, -0.11172, -0.59299], [-3.01649, -0.61742, -0.49167], [2.78206, -4.19149, -0.91099], [3.15478, -2.99715, -0.26681], [3.56861, -3.25037, 1.05568], [4.06311, -1.91073, 1.68979], [5.25549, -1.50123, 0.91159], [4.49108, -2.04339, 3.12205], [2.01998, -4.70325, -0.29748], [3.65842, -4.87330, -1.00512], [2.30303, -4.00217, -1.84527], [2.74501, -3.64349, 1.66583], [4.43668, -3.96381, 1.13055], [3.24185, -1.18685, 1.68137], [5.03885, -1.43207, -0.15291], [6.04691, -2.25717, 0.94948], [5.77215, -0.56838, 1.12898], [5.22096, -2.76551, 3.17641], [3.73230, -2.31014, 3.72064], [5.45474, 1.75434, -1.82272], [4.29846, 2.60616, -1.87334], [4.22343, 3.60796, -2.92023], [2.80878, 4.12985, -2.91913], [2.52975, 4.95904, -1.63216], [1.81005, 3.04590, -3.18703], [5.29813, 0.94883, -1.10146], [6.33522, 2.26329, -1.51753], [5.64626, 1.25024, -2.80511], [4.94375, 4.47403, -2.82708], [4.35366, 3.18987, -3.88299], [2.73300, 4.89293, -3.71980], [2.66550, 4.27529, -0.74129], [1.53152, 5.36658, -1.68033], [3.21155, 5.75725, -1.67944], [1.78410, 2.43477, -2.36456], [0.85364, 3.51126, -3.20954], [0.97884, -6.33865, 3.86675], [0.57504, -5.69866, 2.70534], [-0.62743, -5.00625, 2.77209], [-0.29849, -3.66835, 2.23777], [0.54648, -2.94295, 3.24439], [-1.54043, -2.92755, 1.93179], [0.27595, -7.12460, 4.17554], [1.11346, -5.63863, 4.67826], [1.88971, -6.87477, 3.66914], [-1.41324, -5.62176, 2.28902], [-0.98786, -4.85893, 3.80699], [0.18926, -3.90310, 1.23543], [1.43940, -3.54736, 3.62862], [-0.09184, -2.71749, 4.12773], [0.91267, -1.95607, 2.85004], [-1.94730, -2.56680, 2.84229], [-2.23669, -3.47173, 1.44492], [-2.65062, 4.47874, -3.40951], [-1.89082, 3.94181, -2.35951], [-2.42411, 4.09956, -1.09285], [-3.79889, 3.43927, -0.81070], [-4.36710, 3.73396, 0.54764], [-3.77322, 2.04925, -0.98231], [-2.89298, 5.49168, -3.16160], [-3.61902, 4.03596, -3.66136], [-2.12414, 4.43799, -4.33065], [-1.70352, 3.58218, -0.45058], [-2.46490, 5.12746, -0.79458], [-4.52507, 3.93915, -1.46932], [-3.70152, 3.31727, 1.37040], [-5.30902, 3.25381, 0.63101], [-4.45001, 4.75989, 0.70540], [-2.99466, 1.64443, -0.51504], [-3.69012, 1.64505, -1.92132], [-3.18638, 0.13952, -3.32102], [-1.85898, -0.26486, -3.32419], [-1.55331, -1.32181, -4.29381], [-2.29611, -2.49547, -4.09572], [-3.62698, -0.31994, -2.61211], [-1.31551, 0.55607, -3.65955], [-1.47925, -0.45261, -2.30892], [-0.47378, -1.51580, -4.06389], [-1.55750, -1.03071, -5.35525], [-3.25293, -2.26887, -4.05609], [3.09333, -0.70194, -2.95794], [1.92525, -0.23107, -3.92619], [2.33430, 0.64440, -5.01008], [3.92033, -0.90995, -3.62040], [2.76953, -1.64042, -2.43868], [3.35967, 0.08124, -2.25090], [1.09864, 0.23959, -3.35338], [1.58107, -1.12228, -4.53561], [2.27660, 1.52915, -4.59566], [-3.68483, 0.85640, 2.69245], [-2.17693, 0.71734, 2.89475], [-1.84898, 0.90288, 4.23178], [-4.16967, -0.04092, 3.19972], [-3.92836, 0.84688, 1.63319], [-4.07057, 1.78962, 3.08053], [-1.69502, 1.41226, 2.21374], [-1.91939, -0.27901, 2.57861], [-1.30270, 1.70160, 4.33849], [0.57596, 0.77840, -0.56204], [0.38000, -0.46498, 0.26268], [-0.91384, -0.95896, 0.13619], [-0.22070, 1.46174, -0.22256], [0.38944, 0.64968, -1.65384], [1.50007, 1.33154, -0.37866], [0.57709, -0.30894, 1.39237], [1.12857, -1.22824, -0.09982], [-1.21564, -1.29799, 1.01193]], "lowdin_charge": [-0.05, -0.21, -0.24, -0.40, -0.05, 0.04, 0.10, 0.08, 0.07, 0.12, 0.12, 0.11, 0.10, 0.08, 0.06, 0.08, 0.08, -0.09, -0.21, -0.23, -0.41, -0.04, 0.06, 0.09, 0.10, 0.08, 0.13, 0.13, 0.12, 0.08, 0.07, 0.07, 0.09, 0.05, -0.10, -0.21, -0.21, -0.42, -0.09, 0.05, 0.08, 0.10, 0.07, 0.10, 0.14, 0.11, 0.07, 0.09, 0.08, 0.08, 0.04, -0.09, -0.22, -0.18, -0.41, -0.05, 0.06, 0.06, 0.07, 0.10, 0.14, 0.10, 0.14, 0.09, 0.07, 0.05, 0.05, 0.11, -0.12, -0.19, -0.24, -0.43, -0.05, 0.06, 0.09, 0.08, 0.09, 0.13, 0.13, 0.16, 0.09, 0.10, 0.08, 0.12, 0.05, -0.11, -0.17, -0.21, -0.46, -0.06, 0.06, 0.08, 0.09, 0.08, 0.12, 0.11, 0.14, 0.09, 0.07, 0.05, 0.06, 0.07, -0.07, -0.29, -0.26, -0.06, 0.01, 0.10, 0.11, 0.11, 0.13, 0.10, -0.05, -0.29, -0.12, 0.07, 0.06, 0.04, 0.06, 0.11, 0.03, -0.08, -0.35, -0.09, 0.10, 0.04, 0.06, 0.09, 0.07, 0.03, -0.07, -0.33, -0.13, 0.07, 0.05, 0.06, 0.12, 0.11, 0.03], "smiles": "COC[C@H](C)N.COC[C@H](C)N.COC[C@H](C)N.COC[C@H](C)N.COC[C@H](C)N.COC[C@H](C)N.OCCO.CCO.CCO.CCO", "e_homo_ev": -8.9, "gap_ev": 9.526, "spin_multiplicity": 1}